w) Entry from the OMol25 dataset: a cluster of 2 separate species, CHI2NO in total (ωB97M-V with the def2-TZVPD basis set).

```
! RIJCOSX wB97M-V def2-TZVPD def2/J DEFGRID3
* xyz 0 1
O -0.28 2.00 0.12
N 0.42 1.09 0.17
C 0.74 -0.07 0.11
I 2.60 -0.98 -0.15
I -2.49 -1.27 -0.07
H -0.99 -0.77 -0.18
*
```

The SMILES is [O-][N+]#CI.I. The calculation puts the HOMO-LUMO gap at 8.30 eV.

Results of the Mulliken charge analysis, in e, for atoms 1 through 2:
1 O -0.524
2 N 0.469

=====

x) Entry from the OMol25 dataset: the molecule CHI2NO (ωB97M-V with the def2-TZVPD basis set).

```
! RIJCOSX wB97M-V def2-TZVPD def2/J DEFGRID3
* xyz 0 1
I 1.44 1.99 1.43
N 0.72 0.43 0.45
C -0.38 0.23 -0.12
O -0.78 -0.87 -0.70
I 0.18 -2.76 -0.84
H -1.18 0.97 -0.22
*
```

The SMILES is I/N=C/OI. The calculation puts the HOMO-LUMO gap at 7.10 eV.

Results of the Mulliken charge analysis, in e, for atoms 1 through 2:
1 I 0.146
2 N -0.540

=====

y) Entry from the OMol25 dataset: a cluster of 2 separate species, CHI2NO in total (ωB97M-V with the def2-TZVPD basis set).

```
! RIJCOSX wB97M-V def2-TZVPD def2/J DEFGRID3
* xyz 0 1
O 0.73 0.47 -2.07
N 1.02 -0.02 -1.06
C 0.94 -0.36 0.06
I 1.26 -1.46 1.77
I -2.67 0.76 1.10
H -1.29 0.61 0.20
*
```

The SMILES is [O-][N+]#CI.I. The calculation puts the HOMO-LUMO gap at 8.95 eV.

Results of the Mulliken charge analysis, in e, for atoms 1 through 2:
1 O -0.596
2 N 0.506

=====

Which of them is the most stable? Correct choice: x).

=====

w) Entry from the OMol25 dataset: a cluster of 2 separate species, C2HF3O2 in total (ωB97M-V with the def2-TZVPD basis set).

```
! RIJCOSX wB97M-V def2-TZVPD def2/J DEFGRID3
* xyz 0 1
C -0.17 1.65 0.16
C -0.25 -1.88 -0.05
O 0.40 2.64 -0.13
O -0.08 0.40 -0.22
F -0.85 1.76 1.41
F -0.09 -2.78 0.84
F 0.67 -2.29 -0.91
H 0.35 0.48 -1.10
*
```

The calculation puts the HOMO-LUMO gap at 11.19 eV.

Results of the Mulliken charge analysis, in e, for atoms 1 through 2:
1 C 0.580
2 C 0.282

=====

x) Entry from the OMol25 dataset: a cluster of 2 separate species, C2HF3O2 in total (ωB97M-V with the def2-TZVPD basis set).

```
! RIJCOSX wB97M-V def2-TZVPD def2/J DEFGRID3
* xyz 0 1
C 0.84 0.57 0.01
C 1.28 -0.64 0.01
O -2.17 0.38 0.40
O -1.39 0.97 -0.51
F 1.16 1.79 0.22
F 2.53 -1.10 0.24
F 0.43 -1.62 -0.39
H -2.69 -0.35 0.03
*
```

The calculation puts the HOMO-LUMO gap (spin up / spin down) at 7.64 / 7.65 eV.

Results of the Mulliken charge analysis, in e, for atoms 1 through 2:
1 C 0.321
2 C 0.395

=====

Which of them is the most stable? Correct choice: w).

=====

w) Entry from the OMol25 dataset: a cluster of 3 separate species, C3H12N2O3 in total (ωB97M-V with the def2-TZVPD basis set).

```
! RIJCOSX wB97M-V def2-TZVPD def2/J DEFGRID3
* xyz 0 1
C 0.42 0.89 2.21
C -0.12 -0.55 2.24
N -0.78 -0.91 0.97
C -0.10 -1.37 -0.12
N 1.27 -0.99 -0.13
O -0.58 -2.04 -1.01
H -0.09 1.47 1.44
H 1.50 0.94 2.16
H 0.23 1.46 3.13
H 0.71 -1.23 2.39
H -0.86 -0.69 3.02
H -1.74 -1.18 1.06
H 1.79 -1.16 -0.97
H 1.51 -0.06 0.15
O 0.08 2.05 -2.18
H -0.13 1.95 -3.12
H 0.87 2.57 -2.03
O -1.70 -0.46 -3.03
H -0.97 -1.10 -2.94
H -1.32 0.41 -3.26
*
```

The SMILES is CCNC(N)=O.O.O. The calculation puts the HOMO-LUMO gap at 9.95 eV.

Results of the Mulliken charge analysis, in e, for atoms 1 through 2:
1 C -1.255
2 C -0.356

=====

x) Entry from the OMol25 dataset: a cluster of 2 separate species, C3H12N2O3 in total (ωB97M-V with the def2-TZVPD basis set).

```
! RIJCOSX wB97M-V def2-TZVPD def2/J DEFGRID3
* xyz 0 1
N -0.18 -2.20 -1.04
C 0.90 -1.30 -1.13
O 1.92 -1.87 -1.84
O 0.47 -0.10 -1.65
O 1.59 -0.94 0.17
H 0.12 -3.16 -0.98
H -0.86 -1.93 -0.35
H 2.48 -1.09 -2.09
H 0.75 0.60 -1.05
H 2.03 -1.72 0.55
C -1.79 0.53 0.95
N -0.55 1.06 1.46
C -0.24 2.37 0.91
H -2.61 1.21 1.21
H -1.99 -0.44 1.42
H -1.80 0.40 -0.15
H 0.21 0.41 1.27
H -0.20 2.39 -0.19
H 0.72 2.70 1.31
H -1.00 3.08 1.24
*
```

The SMILES is NC(O)(O)O.CNC. The calculation puts the HOMO-LUMO gap at 9.29 eV.

Results of the Mulliken charge analysis, in e, for atoms 1 through 2:
1 N -0.509
2 C 0.685

=====

y) Entry from the OMol25 dataset: a cluster of 3 separate species, C3H12N2O3 in total (ωB97M-V with the def2-TZVPD basis set).

```
! RIJCOSX wB97M-V def2-TZVPD def2/J DEFGRID3
* xyz 0 1
C -1.80 -1.97 1.60
C -1.14 -0.61 1.60
O -0.64 -0.10 2.59
N -0.89 -0.14 0.35
C -0.11 1.12 0.21
N -0.17 1.68 -1.09
H -1.00 -2.69 1.70
H -2.48 -2.18 2.43
H -2.36 -2.15 0.70
H -1.46 -0.39 -0.44
H -0.34 1.73 1.08
H 0.93 0.88 0.44
H -1.12 1.72 -1.46
H 0.37 1.24 -1.82
O 3.19 -2.05 -5.59
H 3.88 -1.39 -5.62
H 3.61 -2.88 -5.83
O 0.41 2.86 2.68
H 1.15 3.13 3.25
H -0.02 2.18 3.23
*
```

The SMILES is CC(=O)NCN.O.O. The calculation puts the HOMO-LUMO gap at 10.06 eV.

Results of the Mulliken charge analysis, in e, for atoms 1 through 2:
1 C -1.053
2 C 0.595

=====

Which of them is the most stable? Correct choice: w).

=====

w) Entry from the OMol25 dataset: a structure of composition C4H3NO3 (ωB97M-V with the def2-TZVPD basis set).

```
! RIJCOSX wB97M-V def2-TZVPD def2/J DEFGRID3
* xyz 0 1
C -1.29 0.86 -0.67
C -0.38 -0.53 0.29
C 0.91 -1.13 0.50
C 0.12 0.82 -0.02
H -1.12 -0.67 1.05
H 1.54 -1.95 0.24
H 0.51 0.56 -1.15
N 1.85 -0.17 0.80
O -1.97 1.61 -1.25
O -1.31 -0.56 -0.69
O 1.15 1.16 0.91
*
```

The calculation puts the HOMO-LUMO gap at 10.70 eV.

Results of the Mulliken charge analysis, in e, for atoms 1 through 2:
1 C 0.349
2 C 0.252

=====

x) Entry from the OMol25 dataset: the molecule C4H3NO3 (ωB97M-V with the def2-TZVPD basis set).

```
! RIJCOSX wB97M-V def2-TZVPD def2/J DEFGRID3
* xyz 0 1
O -1.95 -1.24 -0.29
C -1.07 -0.49 0.01
O 0.12 -1.01 0.57
C 1.24 -0.28 0.02
O 2.35 -0.72 -0.23
C 0.65 1.11 -0.42
N -0.44 1.58 0.73
C -0.83 1.07 -0.50
H 1.37 2.13 -0.56
H -0.59 0.86 1.54
H -1.84 1.31 -1.21
*
```

The SMILES is O=C1OC(=O)[C@@H]2N[C@H]12. The calculation puts the HOMO-LUMO gap at 10.57 eV.

Results of the Mulliken charge analysis, in e, for atoms 1 through 2:
1 O -0.468
2 C 0.335

=====

y) Entry from the OMol25 dataset: the molecule C4H3NO3 (ωB97M-V with the def2-TZVPD basis set).

```
! RIJCOSX wB97M-V def2-TZVPD def2/J DEFGRID3
* xyz 0 1
N -0.32 -1.01 -2.33
C -0.28 -1.12 -1.14
C -0.53 -1.39 0.32
C 0.48 -0.29 0.98
O 1.54 -0.48 1.47
C 0.02 1.12 0.32
O 0.68 2.11 0.04
O -1.26 0.78 0.11
H -1.53 -1.13 0.52
H -0.45 -2.49 0.79
H -1.45 1.45 -0.80
*
```

The SMILES is N#CCC(=O)C(=O)O. The calculation puts the HOMO-LUMO gap at 9.77 eV.

Results of the Mulliken charge analysis, in e, for atoms 1 through 2:
1 N -0.469
2 C 0.309

=====

Which of them is the most stable? Correct choice: y).

=====

w) Entry from the OMol25 dataset: the ion C5H7O3S with charge -1 (ωB97M-V with the def2-TZVPD basis set).

```
! RIJCOSX wB97M-V def2-TZVPD def2/J DEFGRID3
* xyz -1 1
C 1.21 -0.12 -0.93
C 0.19 0.30 -0.20
C 0.06 1.63 0.44
C -1.06 -0.67 0.02
C -1.07 -1.93 0.36
S -2.63 0.26 -0.08
O -3.66 -0.73 -0.37
O -2.46 1.25 -1.15
O -2.73 0.85 1.26
H 2.07 0.52 -1.12
H 1.23 -1.09 -1.38
H -0.77 2.15 -0.05
H 0.98 2.20 0.34
H -0.21 1.52 1.49
H -2.04 -2.41 0.46
H -0.19 -2.53 0.54
*
```

The SMILES is C=C(C)C(=C)S(=O)(=O)[O-]. The calculation puts the HOMO-LUMO gap at 8.79 eV.

Results of the Mulliken charge analysis, in e, for atoms 1 through 2:
1 C -1.118
2 C 0.809

=====

x) Entry from the OMol25 dataset: a cluster of 2 separate species, C5H7O3S in total (ωB97M-V with the def2-TZVPD basis set).

```
! RIJCOSX wB97M-V def2-TZVPD def2/J DEFGRID3
* xyz -1 1
C -0.11 2.03 0.47
C 0.47 1.02 -0.17
C -1.50 -0.71 -0.26
C -0.30 -1.50 -0.54
C 1.01 -0.10 0.49
O -2.08 -0.01 -1.05
O -1.75 -0.63 1.15
O 1.05 -0.37 1.65
S 2.59 -0.54 -0.47
H -0.63 2.92 0.00
H -0.12 2.14 1.61
H 0.69 0.95 -1.23
H -0.14 -1.49 -1.64
H -0.11 -2.41 -0.11
H -0.84 -0.57 1.61
H 1.78 -0.75 -1.49
*
```

The calculation puts the HOMO-LUMO gap at 7.12 eV.

Results of the Mulliken charge analysis, in e, for atoms 1 through 2:
1 C -0.573
2 C 0.022

=====

Which of them is the most stable? Correct choice: w).

=====

w) Entry from the OMol25 dataset: the molecule C4H5N3O3 (ωB97M-V with the def2-TZVPD basis set).

```
! RIJCOSX wB97M-V def2-TZVPD def2/J DEFGRID3
* xyz 0 1
N -1.88 -1.09 0.70
C -1.38 -0.83 -0.50
O -1.00 -1.89 -1.05
C -0.62 0.46 -0.83
O -0.27 0.43 -2.17
C 0.59 0.62 0.05
N 1.83 0.31 -0.19
C 2.46 0.72 0.95
N 1.66 1.23 1.85
O 0.42 1.18 1.24
H -2.43 -0.35 1.13
H -1.70 -2.24 0.65
H -1.30 1.30 -0.62
H 0.10 -0.45 -2.34
H 3.53 0.61 1.13
*
```

The SMILES is NC(=O)[C@H](O)c1ncno1. The calculation puts the HOMO-LUMO gap at 10.90 eV.

Results of the Mulliken charge analysis, in e, for atoms 1 through 2:
1 N -0.451
2 C 0.471

=====

x) Entry from the OMol25 dataset: the molecule C4H5N3O3 (ωB97M-V with the def2-TZVPD basis set).

```
! RIJCOSX wB97M-V def2-TZVPD def2/J DEFGRID3
* xyz 0 1
C -0.97 2.23 0.54
N -0.59 0.81 0.57
C 0.65 0.37 0.93
O 1.63 0.98 1.51
N 0.98 -0.80 0.28
C -0.02 -1.29 -0.49
N -0.04 -2.41 -1.18
O 1.28 -3.08 -1.15
C -1.07 -0.21 -0.21
O -2.10 0.00 -0.80
H -1.24 2.52 1.61
H -1.79 2.32 -0.20
H -0.21 2.86 0.15
H 1.78 -1.41 0.47
H 1.72 -2.89 -2.03
*
```

The SMILES is CN1C(=O)N/C(=N\O)C1=O. The calculation puts the HOMO-LUMO gap at 9.59 eV.

Results of the Mulliken charge analysis, in e, for atoms 1 through 2:
1 C -0.854
2 N 0.115

=====

Which of them is the most stable? Correct choice: x).

=====

w) Entry from the OMol25 dataset: a cluster of 2 separate species, C2H8N in total (ωB97M-V with the def2-TZVPD basis set).

```
! RIJCOSX wB97M-V def2-TZVPD def2/J DEFGRID3
* xyz 1 1
C -1.77 0.12 0.04
C 0.49 -0.72 -0.09
N 1.39 0.36 0.14
H -2.06 -0.13 -0.87
H -2.31 -0.44 0.82
H -1.83 1.26 0.07
H 0.28 -0.75 -1.17
H 0.62 -1.60 0.50
H 1.46 1.11 -0.56
H 2.35 -0.09 0.01
H 1.37 0.88 1.12
*
```

The calculation puts the HOMO-LUMO gap at 9.79 eV.

Results of the Mulliken charge analysis, in e, for atoms 1 through 2:
1 C -0.699
2 C -0.775

=====

x) Entry from the OMol25 dataset: the ion C2H8N with charge +1 (ωB97M-V with the def2-TZVPD basis set).

```
! RIJCOSX wB97M-V def2-TZVPD def2/J DEFGRID3
* xyz 1 1
C 0.87 0.62 0.69
N -0.19 0.43 -0.37
C -0.80 -0.93 -0.40
H 1.11 -0.23 1.21
H 1.76 0.85 0.20
H 0.73 1.56 1.37
H 0.26 0.72 -1.30
H -1.07 1.01 -0.27
H 0.06 -1.63 -0.42
H -1.33 -1.28 -1.22
H -1.39 -1.12 0.51
*
```

The SMILES is C[NH2+]C. The calculation puts the HOMO-LUMO gap at 14.63 eV.

Results of the Mulliken charge analysis, in e, for atoms 1 through 2:
1 C -0.814
2 N -0.184

=====

Which of them is the most stable? Correct choice: x).

=====

w) Entry from the OMol25 dataset: the molecule C2H3Br2N3 (ωB97M-V with the def2-TZVPD basis set).

```
! RIJCOSX wB97M-V def2-TZVPD def2/J DEFGRID3
* xyz 0 1
C 0.54 -0.71 -0.57
C -0.82 -0.17 -0.27
N 1.54 -0.02 0.34
N 1.14 0.88 1.08
N -0.10 1.13 1.08
Br 1.15 -0.34 -2.39
Br -2.09 -1.30 0.50
H 0.57 -1.69 -0.34
H -1.39 0.49 -1.05
H -0.54 1.72 1.63
*
```

The calculation puts the HOMO-LUMO gap at 9.50 eV.

Results of the Mulliken charge analysis, in e, for atoms 1 through 2:
1 C -0.147
2 C -0.123

=====

x) Entry from the OMol25 dataset: a cluster of 3 separate species, C2H3Br2N3 in total (ωB97M-V with the def2-TZVPD basis set).

```
! RIJCOSX wB97M-V def2-TZVPD def2/J DEFGRID3
* xyz 0 1
C 0.49 0.55 -0.08
C 0.12 -0.78 0.04
N -0.58 1.28 0.17
N -1.59 0.54 0.43
N -1.18 -0.70 0.27
Br -0.25 0.02 -3.17
Br 2.83 1.19 2.42
H 1.38 0.91 -0.34
H 0.70 -1.61 0.06
H -1.92 -1.42 0.20
*
```

The calculation puts the HOMO-LUMO gap (spin up / spin down) at 6.86 / 6.48 eV.

Results of the Mulliken charge analysis, in e, for atoms 1 through 2:
1 C -0.946
2 C -0.163

=====

Which of them is the most stable? Correct choice: x).